1.
{"formula": "C5H10N2", "method": "ωB97M-V/def2-TZVPD", "elements": ["C", "C", "N", "C", "C", "C", "N", "H", "H", "H", "H", "H", "H", "H", "H", "H", "H"], "positions_angstrom": [[0.92547, -1.79709, 0.85423], [1.45392, -0.52139, 0.25340], [0.94846, 0.07449, -0.94981], [0.60664, 0.78148, 0.26018], [-0.90038, 1.10915, 0.26058], [-1.55859, 1.30931, -1.07375], [-1.90189, 0.17068, -0.23063], [-0.16316, -1.78759, 0.81847], [1.22302, -1.79485, 1.91086], [1.30778, -2.72496, 0.41194], [2.55593, -0.46412, 0.33342], [1.60247, 0.50529, -1.58731], [1.18058, 1.60348, 0.69663], [-1.27103, 1.75891, 1.05562], [-2.35383, 2.04206, -1.22109], [-0.96856, 1.11071, -1.96737], [-1.41620, -0.64415, -0.59964]], "atomic_forces_ev_per_a": [[-0.222, 0.009, -0.010], [-0.265, 0.084, 0.247], [-0.058, -0.166, -0.564], [0.070, 0.052, -0.044], [0.224, -0.055, 0.229], [0.056, 0.178, -0.079], [0.095, -0.335, 0.060], [-0.016, -0.230, 0.019], [-0.126, -0.055, -0.171], [-0.034, 0.274, -0.124], [-0.608, 0.561, 0.486], [0.332, -0.093, 0.202], [0.095, 0.164, -0.802], [0.271, -0.323, 0.025], [0.240, -0.110, 0.271], [-0.029, 0.013, 0.275], [-0.026, 0.031, -0.019]], "e_tot_ha": -305.9283, "smiles": "C[C@H]1N[C@H]1[C@H]1CN1", "spin_multiplicity": 1, "e_lumo_ev": 1.046}

2.
{"formula": "C25H23F4N3PdS", "method": "ωB97M-V/def2-TZVPD", "elements": ["Pd", "C", "C", "N", "C", "C", "C", "C", "N", "C", "C", "F", "C", "F", "C", "C", "F", "C", "F", "H", "H", "H", "H", "H", "H", "H", "H", "H", "H", "H", "H", "H", "H", "H", "S", "C", "C", "C", "C", "C", "C", "N", "C", "C", "C", "C", "C", "C", "C", "H", "H", "H", "H", "H", "H", "H", "H"], "positions_angstrom": [[0.29554, -0.01576, -0.39956], [-1.72485, -2.93050, -3.17183], [-0.69748, -2.23221, -2.28967], [-0.96474, -0.80901, -1.97577], [-1.07682, 0.03436, -3.20184], [-0.00898, -0.13026, -4.26268], [-2.26633, -0.62361, -1.27319], [-2.32632, -1.31026, 0.06619], [-1.17509, -0.89693, 0.85086], [-1.03550, -1.39371, 2.10484], [0.18805, -1.25799, 2.80753], [1.24278, -0.69584, 2.17938], [0.38888, -1.69141, 4.09677], [1.59767, -1.49247, 4.64924], [-0.59715, -2.32709, 4.82496], [-1.79291, -2.50930, 4.16491], [-2.80617, -3.12792, 4.79698], [-2.01438, -2.07826, 2.87218], [-3.24799, -2.33726, 2.37044], [-1.40776, -3.96218, -3.32505], [-1.81916, -2.46473, -4.15289], [-2.71071, -2.96065, -2.70895], [0.28575, -2.27055, -2.75715], [-0.60858, -2.75615, -1.33781], [-1.09903, 1.06838, -2.85889], [-2.05472, -0.17333, -3.65292], [0.98313, 0.08663, -3.88167], [-0.22095, 0.58348, -5.05995], [-0.01062, -1.12491, -4.70931], [-3.08784, -0.96648, -1.91099], [-2.38254, 0.45301, -1.13809], [-2.34786, -2.39963, -0.08259], [-3.28625, -1.05027, 0.51657], [-0.44277, -2.65910, 5.83928], [2.37911, 3.77330, 0.94186], [1.08668, 3.54766, 2.07991], [0.71037, 4.36898, 3.13752], [-0.37237, 3.98305, 3.90157], [-1.07321, 2.80706, 3.61310], [-0.70188, 1.99175, 2.56435], [0.39937, 2.36330, 1.79638], [0.92737, 1.66900, 0.71514], [1.93710, 2.29205, 0.17254], [2.58935, 1.66138, -0.96153], [3.81834, 2.06812, -1.47295], [4.44867, 1.28967, -2.42599], [3.85987, 0.09669, -2.82623], [2.62397, -0.28949, -2.32042], [1.92834, 0.50367, -1.40943], [1.24917, 5.28146, 3.35462], [-0.68483, 4.60174, 4.73216], [-1.92287, 2.53238, 4.22405], [-1.24062, 1.09096, 2.31517], [4.29376, 2.96936, -1.10204], [5.40699, 1.58903, -2.82840], [4.37047, -0.53966, -3.53876], [2.19856, -1.22953, -2.65196]], "atomic_forces_ev_per_a": [[0.092, 0.439, 0.118], [0.006, 0.011, 0.011], [0.039, -0.047, 0.068], [-0.018, -0.050, 0.010], [0.016, -0.039, -0.027], [-0.002, 0.034, -0.016], [-0.040, -0.070, 0.005], [0.072, -0.101, 0.007], [-0.182, 0.007, -0.029], [0.054, -0.145, 0.068], [-0.030, -0.006, -0.027], [0.038, 0.039, -0.048], [-0.018, 0.006, -0.013], [0.015, -0.001, 0.011], [-0.017, 0.015, -0.017], [0.025, -0.026, 0.019], [0.000, -0.002, 0.003], [0.026, 0.051, -0.051], [-0.003, 0.077, -0.061], [0.005, 0.000, -0.011], [-0.008, 0.008, -0.001], [-0.003, -0.011, 0.002], [-0.012, -0.022, -0.004], [0.014, 0.027, -0.009], [0.016, 0.000, 0.019], [0.002, 0.020, -0.009], [-0.060, 0.026, -0.046], [-0.010, -0.015, -0.020], [0.012, -0.014, 0.011], [0.011, 0.007, -0.016], [-0.022, 0.004, 0.031], [-0.055, -0.007, 0.050], [-0.028, 0.058, 0.007], [0.002, -0.006, 0.001], [0.007, -0.034, -0.032], [-0.026, 0.008, 0.040], [0.012, 0.004, -0.009], [-0.003, 0.011, 0.018], [-0.015, -0.008, 0.003], [0.029, 0.028, -0.018], [0.077, 0.018, -0.043], [-0.021, -0.145, 0.002], [-0.046, -0.049, 0.038], [0.029, -0.006, 0.004], [-0.024, 0.022, 0.056], [0.037, 0.007, -0.020], [-0.011, -0.007, 0.008], [-0.018, 0.045, 0.034], [0.042, -0.085, -0.106], [0.002, 0.002, -0.004], [0.000, -0.001, 0.001], [-0.001, -0.005, -0.005], [-0.042, -0.060, -0.007], [0.005, 0.002, -0.005], [0.000, 0.002, -0.005], [-0.004, -0.007, 0.000], [0.036, -0.009, 0.011]], "e_tot_ha": -2056.2399, "spin_multiplicity": 1, "e_lumo_ev": -0.132}

| no. | orbital gap (eV) |
| --- | --- |
| 1 | 10.0 |
| 2 | 6.8 |